{"formula": "C59H40KN9O4", "method": "ωB97M-V with the def2-TZVPD basis set", "e_tot_ev": -99757.9277, "charge": -2, "relative_energy_kj_mol": 496.2, "fmax_ev_per_a": 0.6, "e_lumo_ev": 3.68, "e_homo_ha": -0.0221, "elements": ["K", "C", "C", "C", "C", "C", "C", "C", "C", "C", "C", "C", "N", "C", "C", "C", "C", "C", "C", "C", "C", "C", "C", "C", "C", "C", "N", "C", "C", "C", "C", "C", "C", "C", "C", "C", "C", "C", "C", "N", "C", "C", "N", "C", "C", "C", "C", "C", "C", "H", "H", "H", "H", "H", "H", "H", "H", "H", "H", "H", "H", "H", "H", "H", "H", "H", "H", "H", "H", "H", "H", "H", "H", "H", "H", "H", "H", "O", "C", "O", "C", "C", "N", "N", "C", "C", "O", "O", "H", "H", "H", "N", "C", "C", "C", "C", "C", "N", "C", "C", "C", "C", "C", "N", "H", "H", "H", "H", "H", "H", "H", "H", "H"], "positions_angstrom": [[-0.084, 0.336, 0.122], [3.735, 4.791, 5.595], [2.713, 4.015, 6.124], [1.946, 3.199, 5.307], [2.186, 3.104, 3.925], [3.216, 3.914, 3.407], [3.970, 4.736, 4.223], [1.408, 2.256, 3.032], [1.149, 2.773, 1.665], [0.226, 3.710, 1.239], [0.179, 3.723, -0.186], [1.091, 2.791, -0.596], [1.683, 2.239, 0.503], [1.565, 2.039, -1.817], [0.436, 1.345, -2.622], [0.647, 0.736, -3.950], [-0.501, 0.154, -4.286], [-1.533, 0.452, -3.203], [-3.144, -0.881, -1.610], [-4.448, -0.600, -1.855], [-5.138, -0.517, -3.209], [-6.318, 0.415, -3.211], [-7.028, 0.617, -2.101], [-6.593, 0.033, -0.842], [-5.377, -0.530, -0.725], [-2.786, -1.611, -0.360], [-1.962, -1.133, 0.589], [-1.833, -2.088, 1.545], [-1.018, -1.943, 2.771], [-1.131, -3.129, 3.675], [-2.292, -3.333, 4.425], [-2.413, -4.414, 5.282], [-1.376, -5.332, 5.405], [-0.224, -5.156, 4.656], [-0.111, -4.069, 3.796], [-0.257, -0.891, 3.239], [0.488, -0.911, 4.522], [1.149, 0.252, 4.627], [0.824, 1.044, 3.413], [-0.028, 0.334, 2.658], [-2.610, -3.216, 1.193], [-3.235, -2.898, -0.025], [-0.761, 1.181, -2.201], [2.353, 2.898, -2.798], [3.664, 2.600, -3.138], [4.332, 3.380, -4.074], [3.697, 4.455, -4.676], [2.385, 4.756, -4.334], [1.719, 3.980, -3.400], [4.332, 5.432, 6.233], [2.492, 4.055, 7.186], [1.119, 2.646, 5.734], [3.436, 3.862, 2.347], [4.767, 5.325, 3.785], [-0.415, 4.258, 1.911], [-0.492, 4.279, -0.820], [1.570, 0.765, -4.509], [-0.741, -0.381, -5.193], [-5.562, -1.536, -3.322], [-6.623, 0.857, -4.155], [-7.918, 1.235, -2.116], [-7.220, 0.148, 0.034], [-4.999, -0.853, 0.235], [-3.097, -2.616, 4.322], [-3.321, -4.541, 5.862], [-1.469, -6.176, 6.078], [0.592, -5.866, 4.734], [0.786, -3.945, 3.201], [0.514, -1.735, 5.221], [1.830, 0.541, 5.412], [-2.706, -4.142, 1.740], [-3.910, -3.517, -0.601], [4.156, 1.776, -2.641], [5.361, 3.149, -4.320], [4.223, 5.064, -5.402], [1.881, 5.599, -4.792], [0.697, 4.222, -3.126], [6.016, 1.353, 0.699], [5.809, 0.339, 1.452], [6.667, -0.284, 2.078], [4.399, -0.207, 1.483], [4.072, -1.385, 2.107], [2.776, -1.636, 1.837], [2.220, -0.676, 1.098], [3.170, 0.216, 0.898], [2.871, 1.460, 0.093], [3.916, 2.265, -0.047], [2.355, 0.999, -1.234], [4.857, 1.858, 0.375], [4.688, -2.037, 2.701], [2.160, -2.314, 2.256], [-1.529, -2.849, -3.735], [-0.540, -3.300, -2.865], [0.017, -4.561, -3.140], [0.983, -5.051, -2.289], [1.357, -4.297, -1.184], [0.744, -3.069, -1.008], [-0.163, -2.560, -1.838], [-2.352, -1.730, -3.690], [-3.303, -1.495, -4.602], [-4.237, -0.318, -4.438], [-3.644, 1.073, -4.396], [-2.507, 1.438, -3.825], [-2.144, -0.769, -2.676], [-1.782, -3.518, -4.442], [-0.316, -5.135, -3.997], [1.430, -6.020, -2.478], [2.095, -4.644, -0.475], [0.961, -2.466, -0.137], [-3.491, -2.192, -5.414], [-4.912, -0.333, -5.301], [-4.277, 1.857, -4.803], [-2.206, 2.480, -3.814]], "lowdin_charge": [0.84, -0.14, -0.12, -0.06, -0.18, -0.03, -0.11, -0.10, -0.19, -0.01, -0.02, -0.22, 0.04, -0.29, -0.19, 0.04, 0.03, -0.40, -0.05, -0.09, -0.22, -0.07, -0.11, -0.10, -0.02, -0.34, -0.01, -0.28, -0.09, -0.22, -0.04, -0.10, -0.12, -0.10, -0.04, -0.27, -0.03, -0.02, -0.27, 0.01, -0.07, -0.09, 0.13, -0.14, -0.01, -0.08, -0.11, -0.09, -0.02, 0.08, 0.09, 0.10, 0.11, 0.09, 0.10, 0.09, 0.12, 0.12, 0.16, 0.10, 0.09, 0.09, 0.12, 0.12, 0.09, 0.09, 0.09, 0.10, 0.09, 0.09, 0.08, 0.08, 0.12, 0.10, 0.09, 0.09, 0.12, 0.00, -0.60, -0.01, -0.04, -0.02, 0.03, 0.07, -0.11, -0.42, 0.05, -0.01, 0.03, 0.12, 0.13, 0.14, -0.29, -0.04, -0.09, -0.07, -0.11, 0.17, -0.29, 0.00, -0.26, -0.04, 0.01, 0.06, 0.13, 0.10, 0.10, 0.09, 0.08, 0.10, 0.13, 0.10, 0.12]}